Formula: C20H13Cl2N2O10Ru
Source: the OMol25 dataset
Level of theory: ωB97M-V/def2-TZVPD

XYZ file:
```
48
Properties=species:S:1:pos:R:3:forces:R:3:nbo_charge:R:1
Ru -0.2774 0.4123 0.2087 0.154 -1.383 0.700 1.3797
O -4.5235 1.3962 -1.0339 -0.064 0.115 -0.092 -0.6536
C -3.2225 1.3512 -0.7766 -0.073 -0.166 0.120 0.8049
O -2.7494 0.7129 0.1353 -0.017 0.156 -0.203 -0.5996
C -2.4214 2.1452 -1.7775 0.081 0.114 0.008 -0.1812
O -1.0664 2.2120 -1.4270 0.123 -0.102 -0.432 -0.5215
C -0.6771 3.3429 -0.6470 -0.042 -0.144 0.280 -0.1839
C -1.1335 3.1315 0.7979 0.146 -0.027 -0.149 0.7424
O -1.8831 3.9194 1.3299 0.085 -0.130 0.200 -0.5986
O -0.6388 2.0486 1.3532 0.304 -0.180 0.192 -0.7034
H -4.9956 0.8546 -0.3845 0.038 -0.053 0.062 0.5074
H -2.4922 1.6237 -2.7341 -0.030 0.008 -0.006 0.2415
H -2.8686 3.1365 -1.8831 -0.014 0.007 -0.018 0.2200
H 0.4128 3.3479 -0.6621 0.005 0.062 -0.154 0.2141
H -1.0725 4.2704 -1.0593 -0.070 -0.023 -0.008 0.1989
O 1.3584 0.2258 1.5233 -0.664 0.352 -0.197 -0.5467
C 2.5624 0.4563 1.3386 0.196 -0.045 0.021 0.4623
C 3.2500 0.5927 0.1084 0.020 0.171 0.033 -0.3554
C 4.6527 0.6558 0.1264 0.118 -0.026 0.159 -0.0768
C 5.3432 0.7165 -1.0456 -0.045 -0.006 -0.089 -0.0655
C 4.6669 0.7474 -2.2844 0.016 0.014 0.049 -0.1166
C 3.3056 0.7185 -2.3196 -0.002 -0.080 -0.108 -0.3078
C 2.5374 0.6373 -1.1205 -0.180 -0.005 0.015 0.5509
O 1.2671 0.6232 -1.1878 -0.428 0.373 -0.657 -0.6927
N 6.8038 0.7344 -1.0209 0.009 0.027 0.005 0.5367
O 7.3843 0.7711 -2.0894 -0.034 0.003 0.033 -0.3821
O 7.3559 0.7091 0.0637 -0.033 0.003 -0.037 -0.3888
H 3.1853 0.5439 2.2379 -0.090 -0.200 0.072 0.1601
H 5.1967 0.6357 1.0624 -0.026 -0.010 0.005 0.2473
H 5.2539 0.7966 -3.1904 -0.024 0.006 -0.013 0.2508
H 2.7582 0.7407 -3.2519 0.040 0.010 -0.013 0.2356
Cl -2.3837 -2.9522 -2.9588 -0.034 -0.030 0.038 0.0224
C -2.3940 -2.9636 -1.2290 -0.003 -0.049 -0.132 -0.1111
C -3.1089 -3.9654 -0.5466 -0.008 0.059 0.002 -0.2041
C -3.1650 -3.9846 0.8188 -0.015 -0.020 -0.086 -0.0814
Cl -4.0585 -5.2338 1.6312 0.006 0.052 -0.001 0.0046
C -2.4874 -2.9971 1.5706 0.027 -0.068 0.166 -0.0336
C -2.4926 -2.8736 2.9780 0.020 -0.005 -0.003 -0.1317
C -1.7706 -1.8784 3.5790 0.049 -0.095 -0.047 -0.2578
C -1.0269 -0.9871 2.7864 -0.044 -0.121 0.096 0.0959
N -1.0295 -1.0787 1.4770 -0.249 1.190 0.360 -0.3844
C -1.7495 -2.0431 0.8539 0.037 -0.106 0.207 0.1133
C -1.6927 -1.9833 -0.5530 -0.066 0.000 -0.389 0.3156
O -1.0191 -1.0152 -1.1142 0.820 0.272 0.046 -0.6768
H -3.6243 -4.7232 -1.1205 0.003 0.010 -0.004 0.2445
H -3.0758 -3.5699 3.5654 0.024 -0.007 0.011 0.2373
H -1.7642 -1.7657 4.6534 0.013 0.013 -0.006 0.2334
H -0.4298 -0.1953 3.2183 -0.079 0.063 -0.034 0.2354
```
Positions in Å, forces in eV/Å.

Summary:
Expectation value of S² ... 0.756
Net charge ... 0
HOMO-LUMO gap (spin up / spin down) ... 0.2648 / 0.2641 Eh
HOMO (spin up / spin down) ... -8.10 / -8.04 eV
Spin multiplicity ... 2
F_max ... 0.030 Eh/bohr

=====

Formula: C20H13Cl3F6N2O6S3Tc
Source: the OMol25 dataset
Level of theory: ωB97M-V/def2-TZVPD

XYZ file:
```
54
Properties=species:S:1:pos:R:3:forces:R:3:nbo_charge:R:1
Tc -0.2650 0.0415 -0.2058 -0.138 -1.144 -0.903 1.1491
S -3.9512 -0.9424 -2.6830 0.021 -0.013 -0.039 0.4606
C -4.2938 0.3535 -1.6221 -0.155 -0.019 -0.050 -0.3918
C -3.2252 0.6817 -0.8566 0.188 -0.111 -0.021 -0.2585
C -2.0686 -0.1314 -1.1159 -0.234 0.297 0.238 -0.1770
C -2.3426 -1.0694 -2.0929 -0.053 0.127 0.152 -0.2712
C -1.3891 -2.0617 -2.5741 -0.234 0.195 -0.024 0.1929
C -1.5548 -2.8062 -3.7379 -0.015 -0.179 -0.168 -0.2290
C -0.5539 -3.6829 -4.1182 -0.167 0.065 -0.056 -0.1428
C 0.5919 -3.7779 -3.3439 0.065 -0.024 0.044 -0.2602
C 0.6747 -2.9933 -2.2088 0.172 -0.010 0.177 0.0742
N -0.2980 -2.1743 -1.8205 0.327 0.389 0.379 -0.4116
H -5.2723 0.8103 -1.6160 0.053 -0.043 -0.031 0.2456
H -3.2768 1.4795 -0.1298 0.012 -0.039 -0.048 0.2218
H -2.4457 -2.6835 -4.3435 0.070 -0.002 0.065 0.2282
H -0.6592 -4.2729 -5.0207 0.000 0.035 0.037 0.2250
H 1.4091 -4.4334 -3.6159 -0.050 0.043 0.029 0.2293
H 1.5666 -3.0158 -1.5876 -0.099 0.041 -0.042 0.2005
F -0.0899 1.9252 3.9874 0.059 0.006 0.149 -0.3024
C -0.3053 2.8950 3.1081 -0.052 -0.044 -0.212 0.7343
F 0.8170 3.1427 2.4412 0.064 0.023 0.071 -0.3053
F -0.7039 3.9856 3.7360 0.056 0.149 0.076 -0.2915
S -1.6165 2.3579 1.9360 -0.177 -0.133 -0.227 2.2818
O -1.1239 1.0439 1.4820 0.183 0.090 0.066 -0.9313
O -2.8125 2.3313 2.6997 0.010 -0.029 -0.017 -0.8715
N -1.6585 3.4243 0.8068 0.043 0.120 0.082 -1.2185
S -0.9058 3.3578 -0.5750 -0.303 -0.280 0.033 2.2741
O 0.0749 2.2695 -0.6100 -0.051 -0.101 -0.028 -0.9524
O -1.7916 3.5120 -1.6746 0.076 0.026 0.047 -0.8665
C 0.1490 4.8660 -0.5685 0.011 -0.092 0.029 0.7421
F -0.5336 5.8818 -0.0704 -0.015 0.150 0.001 -0.2925
F 1.2440 4.6675 0.1572 0.054 0.046 0.054 -0.3046
F 0.4936 5.1200 -1.8198 0.098 0.087 -0.068 -0.2918
Cl 4.2428 -2.1522 4.5515 -0.012 0.002 -0.009 0.0060
C 2.8143 -2.0180 3.5731 -0.045 0.035 0.029 -0.0398
C 2.7300 -2.7263 2.3861 -0.023 -0.073 -0.109 -0.2417
C 1.5920 -2.6040 1.6034 0.023 -0.019 0.024 -0.1376
C 0.5349 -1.7791 1.9871 -0.104 0.068 -0.086 -0.0801
C -0.6396 -1.5608 1.0925 0.072 0.150 0.371 -0.5515
C 0.6362 -1.0991 3.2019 0.025 -0.017 0.028 -0.1996
C 1.7691 -1.2110 3.9945 -0.030 0.020 0.005 -0.2187
H 3.5521 -3.3620 2.0819 -0.052 0.025 0.000 0.2304
H 1.5192 -3.1552 0.6730 0.032 0.005 0.022 0.2002
H -1.5352 -1.3052 1.6570 -0.031 0.050 -0.037 0.2358
H -0.8549 -2.3986 0.4441 0.040 -0.149 -0.043 0.2455
H -0.1830 -0.4689 3.5263 0.045 -0.052 -0.012 0.2261
H 1.8455 -0.6779 4.9337 -0.012 -0.016 -0.039 0.2313
Cl 2.2062 0.6481 0.8545 0.096 -0.013 -0.072 0.0547
C 2.9099 1.1615 -0.7110 -0.051 -0.128 0.130 -0.3149
Cl 4.5262 0.4798 -0.8825 0.007 0.012 0.026 0.0308
C 2.0499 0.7576 -1.9258 -0.116 -0.101 0.204 0.7695
O 2.4416 1.0903 -3.0063 -0.106 -0.036 -0.130 -0.5422
O 0.9708 0.0406 -1.6958 0.372 0.472 -0.114 -0.6460
H 2.9891 2.2388 -0.6818 0.048 0.140 0.017 0.2524
```
Positions in Å, forces in eV/Å.

Summary:
Expectation value of S² ... 0.837
Net charge ... 0
HOMO-LUMO gap (spin up / spin down) ... 0.2617 / 0.2651 Eh
HOMO (spin up / spin down) ... -8.63 / -8.79 eV
Spin multiplicity ... 2
F_max ... 0.028 Eh/bohr

=====

Formula: C20H13ClN2O3S
Source: the OMol25 dataset
Level of theory: ωB97M-V/def2-TZVPD

XYZ file:
```
40
Properties=species:S:1:pos:R:3:forces:R:3:nbo_charge:R:1
O -2.2649 0.8778 -2.7694 -0.875 2.087 -3.197 -0.5541
C -1.9695 0.3260 -1.7771 -2.019 0.044 0.708 0.7126
C -2.9205 0.5487 -0.5590 1.766 -1.963 -0.270 -0.5799
C -1.9329 0.7785 0.5410 -0.420 1.748 4.640 0.6781
O -2.1527 1.7974 1.1981 0.948 -0.396 -0.684 -0.5848
N -0.9459 -0.1125 1.0601 -1.418 -1.130 -2.445 -0.4965
C 0.0657 0.2639 2.0046 2.166 -0.144 -1.589 0.2186
C 1.4354 0.3366 1.5687 -0.652 -0.038 2.647 -0.2115
C 2.4530 0.5047 2.5375 -3.994 -0.026 -0.170 -0.2054
C 2.1334 0.7006 3.8797 0.697 -0.192 0.070 -0.2039
C 0.8031 0.6545 4.2981 0.929 -0.249 -0.582 -0.1932
C -0.1784 0.3676 3.3297 -1.105 0.599 2.634 -0.2333
C -0.8913 -1.4341 0.4608 0.759 0.305 -0.482 0.1747
C -0.6414 -2.5553 1.2594 0.190 -0.963 -2.573 -0.2700
C -0.3755 -3.8059 0.7117 -0.839 -0.506 -2.667 0.0328
Cl 0.0631 -5.1682 1.8226 -0.426 1.319 -1.282 -0.0141
C -0.5629 -4.0042 -0.7445 0.104 0.322 2.285 -0.2284
C -0.8974 -2.8664 -1.5153 0.924 -0.508 2.177 -0.1714
C -0.9339 -1.5916 -0.9533 1.041 0.375 1.780 0.1126
N -0.8092 -0.3737 -1.7305 0.285 -1.052 1.441 -0.5342
C 0.3986 -0.0732 -2.4493 0.446 -2.380 -0.591 0.6917
O 1.0159 -1.0489 -2.8547 -0.122 0.952 0.440 -0.5508
C 0.9588 1.2736 -2.6225 -1.199 -0.265 -0.193 -0.3509
C 0.2978 2.4592 -2.5419 -1.162 1.223 0.588 -0.1699
C 1.1161 3.5720 -2.8853 0.983 -1.167 -0.091 -0.2679
C 2.3587 3.1814 -3.2756 -1.359 -2.810 0.367 -0.3337
S 2.5505 1.4196 -3.2629 -0.314 1.487 0.287 0.4717
H -3.6707 -0.2450 -0.2674 1.007 0.613 -0.678 0.2708
H -3.4025 1.5178 -0.7195 0.031 -0.501 -0.010 0.2856
H 1.7206 0.1037 0.5877 0.106 -0.119 -1.420 0.2158
H 3.4293 0.3537 2.2984 2.656 -0.040 -0.966 0.2079
H 3.0459 0.7721 4.5121 -1.230 0.143 0.112 0.2187
H 0.5670 0.7418 5.3602 -0.152 -0.023 -0.437 0.2220
H -1.1835 0.2379 3.7419 0.125 0.076 -0.539 0.2266
H -0.5207 -2.5376 2.2663 0.133 0.774 2.951 0.2341
H -0.4206 -5.0232 -1.1659 -0.197 1.058 0.225 0.2416
H -0.9835 -2.8952 -2.5483 -0.043 -0.441 -1.791 0.2357
H -0.7819 2.6034 -2.2834 1.318 -0.396 -0.161 0.2482
H 0.9029 4.6031 -2.8410 -0.740 0.870 0.053 0.2309
H 3.1241 3.7393 -3.6717 1.648 1.311 -0.587 0.2233
```
Positions in Å, forces in eV/Å.

Summary:
Net charge ... 0
HOMO-LUMO gap ... 0.3202 Eh
HOMO ... -8.96 eV
F_max ... 0.097 Eh/bohr

=====

Formula: C20H14Br2N3OTb
Source: the OMol25 dataset
Level of theory: ωB97M-V/def2-TZVPD

XYZ file:
```
41
Properties=species:S:1:pos:R:3:forces:R:3:lowdin_charge:R:1
Tb 0.1770 0.2598 0.2408 0.133 -0.472 0.950 1.9211
C 1.5941 3.5032 -0.3644 0.049 0.302 -1.550 0.0020
C 1.1973 2.7767 -1.6564 0.049 2.113 -0.904 -0.3163
C 1.2111 3.4157 -2.9078 0.479 0.564 -0.449 0.0150
C 0.8971 2.7700 -4.0779 -0.114 -1.090 1.048 0.0501
C 0.5505 1.3737 -4.0523 -0.050 1.286 -1.420 -0.1530
C 0.2527 0.5592 -5.2097 0.873 0.709 0.690 -0.5947
Br 0.2661 1.3329 -6.9420 -0.007 -0.287 0.516 0.8505
C 0.0663 -0.7729 -5.0160 -1.797 -0.827 -0.769 -0.1401
C -0.1181 -1.3307 -3.7177 1.007 0.911 0.445 -0.5979
Br -0.3877 -3.1772 -3.5883 -0.151 0.191 0.206 0.8744
C 0.0779 -0.5186 -2.6051 -0.261 -1.335 0.098 -0.3329
O -0.0348 -0.9825 -1.3011 0.078 0.399 -0.905 -0.3401
C 0.4581 0.8305 -2.7841 -0.230 -0.008 0.081 -0.1738
N 0.7243 1.5845 -1.6600 -0.373 -3.097 1.771 -0.0432
H 2.1787 2.8840 0.2983 0.444 -0.308 0.145 0.0658
H 0.7096 3.8188 0.1781 -0.208 0.343 0.028 0.0868
H 2.2028 4.3948 -0.6665 -0.592 -0.762 0.608 0.1181
H 1.4992 4.4446 -2.9740 0.178 0.420 0.063 0.1231
H 0.9464 3.3267 -4.9830 -0.057 0.135 -0.693 0.0978
H -0.2412 -1.4200 -5.8687 0.690 0.546 0.642 0.1258
C -3.9981 -0.8107 1.8086 -0.114 -0.457 0.376 0.0113
C -3.7911 -1.6361 2.9073 0.289 0.317 -0.321 0.0115
C -2.5013 -1.7328 3.3869 1.917 -0.953 1.442 0.0334
C -1.3820 -1.1067 2.8183 -1.924 -0.756 -0.741 -0.1971
N -1.6054 -0.3223 1.7498 -0.067 0.015 0.641 -0.0786
C -2.8733 -0.1639 1.3422 0.465 -0.018 -0.773 -0.1069
C 0.0084 -1.4611 3.1261 0.471 -0.423 2.090 -0.1965
C 0.3892 -2.2600 4.2469 2.154 0.930 -2.027 0.0715
C 1.7639 -2.4963 4.4376 -1.041 1.579 -1.255 0.0351
C 2.6847 -1.8261 3.6252 1.388 -1.448 1.957 -0.0220
C 2.2328 -1.0902 2.6117 -1.026 0.777 -1.227 -0.1284
N 0.9287 -0.9073 2.3441 0.144 0.321 -0.899 -0.0455
H -4.9890 -0.8094 1.3439 0.579 0.548 -0.013 0.1413
H -4.6026 -2.2199 3.3149 0.056 -0.032 0.181 0.1360
H -2.2082 -2.4105 4.2036 -0.850 0.275 -0.320 0.1270
H -2.8433 0.4455 0.4800 -1.044 0.742 -0.980 0.0988
H -0.2850 -2.6600 4.9238 -1.324 -0.708 0.966 0.0969
H 2.1682 -3.0872 5.1996 0.048 -0.902 1.214 0.1138
H 3.7712 -1.8948 3.8475 -0.947 -0.050 -0.361 0.1502
H 2.9047 -0.6232 1.9398 0.689 0.509 -0.549 0.1094
```
Positions in Å, forces in eV/Å.

Summary:
Expectation value of S² ... 12.750
Net charge ... +2
HOMO-LUMO gap (spin up / spin down) ... 0.2449 / 0.2498 Eh
HOMO (spin up / spin down) ... -13.73 / -13.73 eV
Spin multiplicity ... 7
F_max ... 0.070 Eh/bohr

=====

Formula: C20H14BrCl3GeN5PdS
Source: the OMol25 dataset
Level of theory: ωB97M-V/def2-TZVPD

XYZ file:
```
46
Properties=species:S:1:pos:R:3:forces:R:3:nbo_charge:R:1
Pd 0.7317 -0.3766 0.6440 -1.477 0.658 1.166 0.7896
C 0.9428 0.3946 -2.7398 0.088 0.041 0.011 -0.6721
C 0.2191 1.4829 -2.0184 -0.332 0.346 0.107 0.2852
C -0.1296 2.6530 -2.7280 0.028 -0.055 -0.015 -0.2396
C -0.8773 3.6189 -2.1220 0.048 -0.008 -0.055 -0.0664
C -1.3107 3.4221 -0.7940 0.076 -0.219 0.143 -0.1474
C -2.1387 4.3507 -0.1204 -0.026 0.041 0.035 -0.0160
C -2.5631 4.1232 1.1759 -0.022 -0.057 0.162 -0.2103
C -2.2007 2.9569 1.8264 -0.102 0.094 0.056 -0.1105
C -1.3926 1.9981 1.1901 0.212 -0.618 0.232 -0.2376
S -1.0844 0.5346 2.0003 1.187 -0.272 -1.255 0.3790
C -0.9070 2.2381 -0.1388 -0.070 0.513 -0.524 0.2499
N -0.1352 1.3164 -0.7487 0.135 -0.116 -0.481 -0.5420
H 0.3814 0.1320 -3.6383 0.031 -0.048 0.000 0.2604
H 1.0612 -0.4897 -2.1212 -0.020 -0.052 -0.020 0.2245
H 1.9253 0.7322 -3.0773 -0.003 -0.001 0.007 0.2527
H 0.1929 2.7499 -3.7555 -0.016 0.064 -0.015 0.2510
H -1.1535 4.5201 -2.6545 -0.031 0.016 0.018 0.2493
H -2.4469 5.2506 -0.6376 0.032 0.020 -0.019 0.2458
H -3.1837 4.8443 1.6883 -0.013 0.030 -0.042 0.2616
H -2.5357 2.7665 2.8378 -0.047 0.002 0.003 0.2533
C -2.7092 -3.7420 -2.7960 0.142 -0.069 -0.084 -0.6414
C -1.9147 -3.5328 -1.5452 0.052 0.061 0.193 -0.0078
C -1.7036 -4.5665 -0.6330 0.062 0.077 0.010 -0.1121
C -0.9761 -4.3445 0.5238 0.103 0.030 0.071 -0.2466
C -0.4551 -3.0807 0.7127 0.057 0.002 0.167 0.1498
Br 0.5706 -2.6777 2.2726 -0.319 -0.808 0.133 0.1225
N -0.6121 -2.0840 -0.1523 0.540 0.189 0.661 -0.5068
C -1.3369 -2.3030 -1.2504 -0.093 -0.086 -0.256 0.0408
H -3.5920 -4.3461 -2.5946 -0.043 0.062 -0.024 0.2479
H -2.1045 -4.2825 -3.5271 -0.047 0.008 -0.033 0.2479
H -3.0108 -2.7960 -3.2404 -0.060 -0.015 -0.007 0.2288
H -2.0991 -5.5549 -0.8286 -0.079 0.010 0.004 0.2499
H -0.7974 -5.1191 1.2546 -0.056 -0.047 -0.033 0.2640
H -1.4472 -1.4713 -1.9361 0.004 0.063 0.072 0.2104
N 2.0677 0.7098 2.1049 -0.282 0.055 -1.890 -0.4836
C 2.5412 0.4929 3.1483 0.855 -0.012 1.111 0.4276
C 3.1099 0.1555 4.3542 -0.182 0.037 -0.774 -0.2584
C 3.3491 -1.2219 4.5571 0.083 -0.444 0.026 0.2306
N 3.5274 -2.3561 4.6665 -0.052 0.151 -0.056 -0.1537
C 3.4660 1.1077 5.3278 0.049 0.407 0.282 0.2170
N 3.7807 1.8776 6.1256 -0.072 -0.086 -0.138 -0.1189
Cl 5.3936 0.1267 1.4920 -0.193 0.205 -0.416 -0.2758
Ge 3.9160 0.5034 -0.0119 0.471 -1.154 0.933 1.2537
Cl 2.7925 -1.4735 -0.1655 -0.025 0.770 -0.209 -0.3034
Cl 4.8487 0.7601 -1.9270 -0.597 0.214 0.742 -0.2427
```
Positions in Å, forces in eV/Å.

Summary:
Expectation value of S² ... 0.783
Net charge ... +2
HOMO-LUMO gap (spin up / spin down) ... 0.1501 / 0.1506 Eh
HOMO (spin up / spin down) ... -14.39 / -14.40 eV
Spin multiplicity ... 2
F_max ... 0.039 Eh/bohr